Entry 1:
Below is a cluster of 2 separate species, C4H7N2O4P in total in a non-equilibrium geometry, with properties calculated with the ωB97M-V functional and the def2-TZVPD basis.

Positions of all 18 atoms, in Å:
O (-1.172643, -2.028628, -3.693125)
N (1.862481, -1.499965, -1.378363)
H (0.856528, 2.802983, -0.792159)
H (-1.901396, 0.269080, 1.957597)
H (2.292058, 1.874782, -0.990293)
C (-1.080760, -0.199272, 2.453135)
C (-1.066973, -1.807368, -1.408772)
H (-0.520360, 0.408028, 3.130840)
O (-0.227855, -0.728399, 1.443188)
H (2.284720, 2.850933, 0.272395)
P (0.002240, 0.143194, 0.095362)
C (1.572229, 2.197515, -0.178318)
N (-1.151332, -2.042073, -2.543529)
O (1.078581, 1.176342, 0.628763)
O (-1.088534, 0.776452, -0.696940)
C (0.984039, -0.952074, -0.872359)
H (-1.432380, -2.078942, -0.487144)
H (-1.290644, -1.162589, 3.059719)

Cartesian forces (eV/Å) of the 2 atoms listed first:
O 0.153 -0.452 -3.695
N 0.007 0.079 -0.050

Values from the calculation:
Kohn-Sham gap: 0.37206 Eh
SMILES: COP(=O)(C#N)OC.C#[N+][O-]
DFT total energy: -908.3361 Eh
Lowest unoccupied orbital energy: 0.0127 Ha

Entry 2:
Below is a cluster of 4 separate species, C24H33F24N4O3S2 in total in a non-equilibrium geometry, with properties calculated with the ωB97M-V functional and the def2-TZVPD basis.

Positions of all 90 atoms, in Å:
H (-1.322411, 1.006445, -1.704585)
H (-1.605018, 2.257090, 1.447828)
C (0.245870, -0.093175, -2.734400)
C (0.852599, 2.895591, -6.945409)
H (-3.722213, -0.733020, -6.931685)
H (1.359667, 3.415529, 4.744756)
H (-0.018574, -1.327974, -0.241509)
S (-2.564551, -2.526563, -3.474161)
C (3.986828, 1.848211, -7.487048)
H (1.626923, 0.876105, -6.675913)
C (-1.845583, -1.357959, -4.361821)
H (-2.607308, 2.743342, -6.044139)
F (0.273290, -3.865126, 3.326343)
H (-3.059751, 1.022911, -4.088572)
H (-1.687886, -0.698640, -1.906403)
F (-0.243138, 2.859648, -6.111997)
H (-3.549167, -2.201391, -5.987823)
C (1.437566, 3.262992, 5.825796)
O (-1.508796, -3.003474, 6.269050)
F (1.333934, 1.591724, 7.485838)
C (0.288893, 2.608036, -8.343295)
F (0.386782, -4.175981, 6.020517)
C (4.703333, 1.297144, 6.424491)
F (1.354229, 4.141238, -6.898835)
N (-0.757105, -0.313854, 2.979747)
H (-1.377549, -2.778877, 3.621738)
F (6.031799, 2.645983, 7.802292)
F (5.274792, 2.650053, -9.274875)
F (2.566195, 3.827870, 6.275247)
H (-5.760894, -1.474882, -5.541030)
H (2.789143, 1.222845, 4.575764)
N (-1.027682, 1.790424, 2.139577)
F (1.269277, 2.597940, -9.260703)
H (-1.004974, -0.003071, 3.911549)
C (-0.440154, -3.278177, 5.495693)
N (-1.406488, -0.081957, 0.747228)
H (-0.951464, -3.985914, 8.028860)
F (-3.520251, -5.043127, 8.334888)
H (-2.444597, -3.059711, 8.025617)
H (5.128148, 1.016985, 8.532762)
H (-0.107549, 2.215113, 2.128249)
F (3.330603, 1.049993, -8.340724)
H (-5.331163, 0.222165, -5.399292)
F (-1.639762, -4.700767, 3.989731)
H (-1.940150, -0.929456, 0.909056)
C (2.477787, 0.852245, 5.555067)
F (5.039970, 1.147496, -7.005804)
F (3.890277, 2.560993, 8.251315)
H (-0.234873, 1.648045, -8.354012)
C (-0.352936, -0.287215, -0.298863)
C (1.403125, 1.764666, 6.161379)
H (1.138972, -0.536208, -2.281250)
C (4.578262, 3.075468, -8.202747)
C (-2.727771, -4.974798, 7.228694)
C (-4.984922, -0.790548, -5.188010)
N (-2.437554, -0.581892, -5.323057)
C (-2.473166, 0.856798, -5.003265)
C (-3.678301, -1.122334, -5.910107)
F (-0.585860, 3.586906, -8.658644)
F (-2.992193, -7.283664, 6.952791)
S (-0.049250, -1.128248, -4.222195)
H (1.964647, -0.097995, 5.403441)
C (-0.845076, -3.631527, 4.054768)
C (-1.041630, 0.445384, 1.941630)
H (-4.059668, 1.763578, -6.212064)
H (5.238964, 3.618473, -7.525043)
H (-1.491150, -6.567648, 8.050398)
H (-2.603853, 1.336002, -7.114772)
H (1.622996, 1.924721, -5.273312)
H (-1.444256, 1.157397, -4.778290)
H (-4.906442, -0.927569, -4.108579)
F (4.676033, 2.282884, 5.512732)
F (3.592281, 3.889181, -8.622961)
C (-2.971692, 1.721235, -6.160214)
F (0.385930, 3.857266, 6.422389)
C (-2.046395, -6.346483, 7.135800)
H (-0.264473, -1.190778, 2.893428)
F (5.750912, 0.501366, 6.127917)
C (-0.881717, 0.005401, -1.697910)
F (0.203523, 1.324314, 5.623300)
H (0.502311, 0.353324, -0.059327)
F (-3.519468, -4.784294, 6.154872)
F (0.268167, -2.099707, 5.349558)
O (3.214344, 2.201973, -6.416900)
F (-1.205182, -6.373553, 6.078636)
H (0.522154, 0.906309, -3.076017)
C (1.839286, 1.892496, -6.340875)
C (4.952832, 1.842582, 7.841301)
O (3.575506, 0.521339, 6.366583)
C (-1.836142, -3.745660, 7.439825)

Cartesian forces (eV/Å) of the 2 atoms listed first:
H 0.042 -0.069 -0.058
H 0.026 0.063 -0.030

Values from the calculation:
Total charge: +1
Kohn-Sham gap: 0.23448 Eh
DFT total energy: -4571.9600 Eh
Lowest unoccupied orbital energy: -0.1551 Ha

Entry 3:
Below is a structure of composition C21H19CdN2O4S2, with properties calculated with the ωB97M-V functional and the def2-TZVPD basis.

Positions of all 49 atoms, in Å:
C (2.116522, 3.430701, 3.722558)
C (1.011165, 3.342093, 1.572885)
N (-2.443395, -2.858707, 1.217790)
H (2.659423, -3.045388, -1.034841)
C (1.716052, -0.960961, -1.402490)
H (-2.711533, 1.371356, -3.033661)
H (-3.029860, -3.634594, 0.973948)
C (-2.441490, 0.545119, -2.389126)
C (-1.852994, -1.740209, -2.040850)
O (2.894201, -2.956137, -2.013825)
C (1.953546, -0.114341, -4.053715)
H (0.727824, 0.895889, -1.081221)
H (0.884801, 1.645926, -3.416335)
C (3.102351, 4.558451, 1.854773)
C (-2.772551, -2.111337, 2.294823)
S (-0.300325, 2.926759, 0.469534)
H (3.935047, 4.555020, 3.840443)
H (-4.843136, -2.606252, 2.561350)
C (1.195698, 0.259526, -1.813199)
H (2.049788, 0.215588, -5.082179)
H (-4.005122, -2.088667, 4.035327)
S (-0.141602, 1.938557, 3.732935)
H (-3.720489, -3.715809, 3.376395)
N (-1.941498, -0.237173, -0.189119)
H (-1.003468, -3.424202, -0.171237)
C (-3.911038, -2.672214, 3.124586)
H (3.033781, -1.952446, -4.372340)
H (2.023561, 4.387530, 0.012348)
Cd (-0.636406, 0.732338, 1.624758)
H (-2.446055, 1.712468, -0.575712)
O (0.994647, -0.808192, 0.923447)
C (2.382502, -1.764091, -2.348464)
C (-1.734633, -1.459638, -0.686041)
H (2.125217, 3.158168, 4.771033)
C (1.055922, 2.962509, 2.937786)
C (1.604656, -1.459664, 0.023752)
H (-0.530435, -2.124400, 0.919582)
H (-2.280541, -0.904337, -3.970683)
C (-2.292418, 0.736907, -1.025121)
C (2.500390, -1.324211, -3.668169)
C (-2.202717, -0.717546, -2.907157)
C (2.055089, 4.121060, 1.062288)
C (1.297498, 0.687778, -3.126022)
C (3.126295, 4.220113, 3.200771)
O (2.146969, -2.571608, 0.248976)
H (-1.661532, -2.741403, -2.406360)
H (3.894301, 5.156706, 1.418935)
O (-2.236174, -1.050990, 2.568014)
C (-1.347835, -2.516046, 0.318833)

Cartesian forces (eV/Å) of the 2 atoms listed first:
C -0.046 0.025 -0.065
C 0.106 0.175 0.202

Values from the calculation:
Total charge: -1
Kohn-Sham gap: 0.22755 Eh
DFT total energy: -2186.4261 Eh
Lowest unoccupied orbital energy: 0.0839 Ha

Entry 4:
Below is an isolated molecule of C3H6N2O2S in a non-equilibrium geometry, with properties calculated with the ωB97M-V functional and the def2-TZVPD basis.

Positions of all 14 atoms, in Å:
O (-0.785451, 0.157838, -0.259193)
H (1.271985, 1.627436, 2.295222)
N (-0.064315, 1.195472, -0.691864)
C (-0.174214, -1.035029, -0.767614)
S (-0.416436, -3.759571, -0.205844)
H (-0.178316, -0.969875, -1.875205)
C (-0.928298, -2.224940, -0.380522)
H (0.899317, -1.158492, -0.407810)
H (-0.614984, 1.885263, -1.242578)
N (0.868515, 1.148648, 1.490854)
O (1.199681, 2.918727, 0.069395)
C (0.656474, 1.866117, 0.347563)
H (0.251859, 0.337513, 1.751634)
H (-1.985817, -1.989105, -0.124039)

Cartesian forces (eV/Å) of the 2 atoms listed first:
O -1.349 -2.440 0.509
H -0.099 -0.020 -0.743

Values from the calculation:
Kohn-Sham gap: 0.31302 Eh
SMILES: NC(=O)NOCC=S
DFT total energy: -776.0218 Eh
Lowest unoccupied orbital energy: -0.0252 Ha

Entry 5:
Below is a structure of composition C3H5I2N2 in a non-equilibrium geometry, with properties calculated with the ωB97M-V functional and the def2-TZVPD basis.

Positions of all 12 atoms, in Å:
I (-3.937906, 2.040896, 0.067790)
N (-3.167043, -1.192325, -0.396258)
C (-0.276711, 0.355789, -0.824128)
C (0.674067, 0.028415, 0.300468)
C (-2.576831, 0.556385, -0.364066)
N (-1.423872, 0.703063, -0.663673)
H (0.731267, -1.027229, 0.048721)
H (-2.529615, -1.589089, 0.377624)
H (0.248792, -0.081623, 1.276544)
H (0.076037, -0.004989, -1.856139)
H (1.515285, 0.703377, 0.262766)
I (-5.146525, -1.440011, -0.053882)

Cartesian forces (eV/Å) of the 2 atoms listed first:
I 0.284 -0.188 -0.204
N 2.969 2.861 0.845

Values from the calculation:
Total charge: +1
Kohn-Sham gap: 0.28292 Eh
DFT total energy: -821.8028 Eh
Lowest unoccupied orbital energy: -0.1936 Ha

Q: Which of these has the highest Kohn-Sham gap?
A: C4H7N2O4P